Entry 1:
The following is a DFT calculation (ωB97M-V with the def2-TZVPD basis set) of a structure of composition C26H48BBr2ClInNO5.

```
85
Properties=species:S:1:pos:R:3:forces:R:3:mulliken_charge:R:1
C -5.703064 -0.381172 -1.073772 0.069 -0.384 -0.192 -0.77
C -6.131401 -1.054036 0.383647 0.756 -0.088 -0.418 -0.53
C -4.754315 -1.677147 1.048099 -0.433 -0.767 -0.256 0.13
C -4.691181 -1.480132 2.674555 -1.087 -0.630 -0.229 -0.94
C -4.457914 0.065041 3.177855 -0.424 0.828 -1.759 -0.16
C -3.861419 1.072790 2.020506 0.654 0.494 0.923 -0.35
C -2.284299 0.676368 1.802203 0.643 0.204 0.499 -0.62
C -1.556213 1.667032 0.668181 -1.370 -0.118 -0.046 -0.48
C -1.067022 0.797133 -0.645066 -1.175 0.620 0.538 -0.68
C 0.557753 0.686238 -0.825853 2.055 0.337 -0.986 1.16
C 0.804343 1.644461 -2.160416 0.684 0.140 -1.124 -1.21
C 0.511873 3.235992 -1.903028 -0.245 0.566 -1.231 0.23
C 1.322637 4.211062 -2.990734 -1.118 0.798 -0.621 -0.72
N 2.697601 4.634149 -2.495706 -0.884 0.593 0.253 -0.57
O 1.463312 1.314234 0.148550 -0.950 0.437 -0.594 -0.09
B 2.231821 0.449742 1.101954 -2.128 -0.774 -1.997 -1.00
C 1.569260 0.881904 2.537290 -0.031 0.691 2.661 0.88
C 2.028987 0.005393 3.836940 0.007 2.257 1.869 0.15
C 3.524868 0.438480 4.447267 0.074 -1.816 -0.124 -0.74
Cl 1.915016 -1.833159 3.647901 -0.086 1.449 -0.032 -0.21
C 3.869154 0.463621 1.072469 2.402 -0.750 0.296 0.65
Br 4.823561 -1.263356 1.592243 -1.625 2.917 -0.909 0.08
C 4.761230 1.605453 0.745249 0.577 1.164 -0.285 -0.02
C 4.132763 3.068521 0.364986 0.273 -0.863 0.070 -0.15
Br 6.784645 1.401630 0.770968 -3.487 0.510 -0.195 0.03
O 1.911084 -0.903821 0.524121 -1.819 -0.561 -2.364 -0.67
C 1.263004 -0.828284 -0.827878 0.833 -0.686 0.459 0.88
C 0.313208 -2.119298 -1.239764 -1.332 -0.066 1.234 -0.74
C -0.453324 -1.955847 -2.684744 -0.758 0.578 -0.348 -0.34
O 0.186779 -2.726033 -3.792873 -2.312 -1.943 0.346 -0.30
C -0.726010 -3.749249 -4.325687 -4.231 1.936 -5.649 0.18
O -1.581025 -3.449436 -5.341169 6.022 -1.856 7.247 -0.44
C 2.545511 -1.058009 -1.876031 1.295 1.325 -0.009 -0.86
O 3.437884 -2.103637 -1.356726 -2.661 0.944 -2.267 -0.24
C 3.460038 -3.303727 -2.204500 1.116 -1.901 0.359 -0.07
C 3.571381 -4.597486 -1.150120 -0.005 1.024 0.709 -0.82
H -5.239890 0.694188 -0.974721 -0.942 -2.052 0.071 0.23
H -4.852611 -1.054749 -1.562333 -1.992 1.344 0.875 0.13
H -6.615470 -0.286987 -1.810489 1.874 -0.313 1.529 0.35
H -6.592678 -0.218971 1.069533 0.741 -1.772 -1.288 0.27
H -6.869823 -1.977504 0.252472 1.387 2.358 0.202 0.35
H -3.839744 -1.247922 0.457596 -1.590 -0.736 1.518 -0.55
H -4.765927 -2.855722 0.858012 0.121 2.618 0.452 0.43
H -3.905483 -2.246897 3.140109 -1.259 1.420 -1.168 0.36
H -5.746180 -1.844036 3.094251 2.209 0.655 -0.942 0.40
H -5.421206 0.491767 3.726143 1.896 -0.731 -1.222 0.45
H -3.621275 0.013058 4.025700 -0.295 3.581 -4.675 0.13
H -4.484092 1.104175 1.030173 1.137 -0.452 2.010 -0.04
H -3.892252 2.175644 2.465906 0.075 -2.365 -0.945 0.44
H -1.761443 0.812289 2.866957 -1.050 -0.169 -2.198 0.32
H -2.110361 -0.474895 1.536357 -0.561 2.534 0.437 0.21
H -0.731441 2.356559 1.130383 -1.487 -1.564 -0.956 0.25
H -2.438852 2.381448 0.299491 2.033 -1.430 0.732 0.54
H -1.528432 1.359963 -1.591479 1.293 -1.385 2.040 0.55
H -1.632575 -0.232285 -0.589032 1.451 1.837 -0.155 -0.13
H 1.903725 1.566542 -2.589590 -2.083 -0.034 1.155 0.27
H 0.096914 1.279459 -3.043184 1.440 0.748 1.904 0.34
H 0.802813 3.635140 -0.842675 -0.709 -1.068 -1.854 0.02
H -0.638425 3.416893 -2.141597 2.429 -0.216 0.864 0.27
H 1.372632 3.722039 -4.069379 0.107 0.820 2.381 0.32
H 0.703983 5.218001 -3.138630 0.821 -2.304 0.341 0.36
H 2.531147 5.024186 -1.537989 0.236 -0.303 -1.135 0.22
H 3.062474 5.462354 -3.055020 -0.714 -1.567 0.759 0.29
H 1.924703 2.002570 2.746271 -0.772 -2.282 -0.211 0.19
H 0.392302 0.925269 2.541381 2.417 -0.304 -0.460 -1.06
H 1.270361 0.291936 4.713846 1.512 -0.888 -2.018 0.40
H 3.473999 0.693809 5.604470 -0.025 -0.212 -2.680 0.32
H 4.190237 -0.550412 4.377746 -1.259 2.345 0.129 0.20
H 4.030114 1.270605 3.798413 -0.979 -1.390 1.366 0.18
H 4.929745 3.912276 0.167833 -1.429 -2.027 0.658 0.45
H 3.351760 3.381740 1.204806 1.618 -0.792 -1.793 0.25
H 3.536208 2.933652 -0.658394 0.909 0.047 1.872 0.01
H 0.872154 -3.152861 -1.177269 -0.885 2.273 -0.191 0.33
H -0.551866 -2.178616 -0.418998 1.871 0.083 -1.668 0.24
H -1.566732 -2.347472 -2.635783 2.240 0.984 0.287 0.48
H -0.491914 -0.831516 -3.081581 0.126 -2.435 1.087 -0.02
H -0.716291 -4.876684 -3.939106 0.405 2.642 -0.493 0.31
H 2.210849 -1.191333 -2.988855 0.574 -0.142 2.123 0.34
H 3.171015 -0.041905 -1.842013 -1.111 -1.738 0.260 0.13
H 2.502410 -3.477146 -2.853390 1.828 0.876 1.123 0.07
H 4.446852 -3.220629 -2.870420 -2.314 -0.310 1.260 0.38
H 2.645024 -5.300922 -1.277799 2.043 1.108 0.071 0.28
H 4.612147 -5.131440 -1.210928 -2.264 0.821 -0.123 0.28
H 3.496498 -4.162457 -0.041127 0.129 -0.819 -2.439 0.17
In -3.935633 -1.057613 5.163013 -0.500 -3.903 5.276 0.61
```
Forces are in eV/Å.

Results
HOMO (eV): -13.66
Largest force on an atom (eV/Å): 9.60
Frontier orbital gap (eV): 3.601
DFT total energy (hartree): -7272.3787
Lowest unoccupied orbital energy (eV): -10.06
Charge: +2

=====

Entry 2:
The following is a DFT calculation (ωB97M-V with the def2-TZVPD basis set) of a structure of composition C18H36O8S.

```
63
Properties=species:S:1:pos:R:3:forces:R:3:nbo_charge:R:1
C -0.555260 -0.055533 -2.312254 0.161 -0.659 0.529 -0.44
C 0.081053 -1.097930 -1.349222 0.101 0.678 -0.009 -0.43
C -0.821584 -2.314576 -1.457662 0.020 -0.052 -0.749 -0.07
O -1.356263 -2.247579 -2.787274 0.319 -0.291 0.029 -0.53
C -1.576033 -0.899809 -3.097531 0.020 0.941 -0.360 -0.07
H 0.228488 0.358394 -2.942349 -0.160 0.191 -0.121 0.21
H -1.038084 0.741724 -1.750629 -0.013 0.126 -0.087 0.20
H 0.195309 -0.680772 -0.345762 -0.146 -0.235 0.073 0.21
H 1.086932 -1.333769 -1.699558 -0.063 -0.178 -0.007 0.20
H -1.656944 -2.337564 -0.758562 0.109 0.095 0.295 0.17
H -0.250793 -3.237477 -1.409310 -0.211 -0.136 0.247 0.20
H -2.599961 -0.597359 -2.855675 -0.097 -0.053 0.164 0.16
H -1.444951 -0.726297 -4.167572 -0.079 -0.353 -0.042 0.19
C 2.469078 3.208755 -1.174113 0.881 0.193 -0.475 -0.44
C 1.443455 3.061081 -0.070151 -0.253 -0.456 -0.406 -0.43
C 0.265708 3.790051 -0.720321 0.355 -0.580 0.255 -0.07
O 0.835306 4.874041 -1.436298 -0.162 0.185 -0.197 -0.54
C 2.244481 4.653849 -1.580156 -0.011 0.302 0.507 -0.07
H 2.270518 2.537406 -2.015988 -0.329 0.016 0.092 0.20
H 3.510546 3.000595 -0.922492 -0.085 0.102 0.317 0.24
H 1.729219 3.562710 0.853937 0.193 -0.074 0.012 0.20
H 1.240244 2.003155 0.108137 -0.168 0.105 0.279 0.21
H -0.439495 4.142382 0.031476 -0.181 0.186 -0.216 0.18
H -0.213658 3.096814 -1.422575 -0.273 0.152 0.061 0.16
H 2.743971 5.321730 -0.864710 0.138 -0.045 -0.136 0.16
H 2.567636 4.933593 -2.581552 -0.128 -0.154 -0.096 0.19
C -3.391653 0.660473 1.507031 -0.353 -0.527 0.047 -0.44
C -3.691717 1.954365 0.738244 -0.047 0.224 0.128 -0.44
C -4.870395 1.572656 -0.179495 0.463 -0.093 -0.014 -0.07
O -5.407422 0.376979 0.363805 -0.152 0.097 -0.212 -0.52
C -4.313884 -0.379160 0.837500 0.116 -0.081 0.446 -0.07
H -3.727538 0.722364 2.543103 0.232 0.252 0.060 0.20
H -2.340951 0.369811 1.488284 -0.017 0.017 -0.017 0.21
H -2.820712 2.315284 0.193115 -0.039 -0.064 -0.185 0.21
H -3.982980 2.761231 1.411056 0.000 -0.065 0.059 0.21
H -4.512960 1.378260 -1.196910 -0.032 0.061 -0.070 0.16
H -5.643230 2.335984 -0.209503 -0.124 -0.092 -0.022 0.19
H -3.807437 -0.959241 0.056410 -0.036 0.250 -0.268 0.16
H -4.716167 -1.102284 1.546268 0.049 -0.014 0.012 0.19
C 4.050060 -1.627260 -0.529040 0.242 -0.153 0.160 -0.43
C 5.562727 -1.547516 -0.354224 0.296 0.171 -0.106 -0.43
C 5.900362 -0.264402 -1.119076 -0.813 0.022 -0.006 -0.07
O 4.712658 0.562924 -1.021615 0.242 0.078 0.316 -0.54
C 3.689773 -0.155672 -0.355916 -0.584 -0.671 -0.280 -0.07
H 3.568471 -2.302944 0.177811 -0.032 0.147 0.109 0.22
H 3.805239 -1.989420 -1.530460 -0.018 0.164 -0.053 0.20
H 6.111519 -2.416111 -0.716340 -0.033 0.017 -0.050 0.22
H 5.820905 -1.396454 0.697096 -0.085 -0.125 0.020 0.20
H 6.032660 -0.437534 -2.188658 0.373 -0.107 0.055 0.17
H 6.741845 0.275024 -0.689371 0.088 0.033 -0.133 0.18
H 2.725863 0.059064 -0.823549 0.106 0.270 0.004 0.18
H 3.610203 0.084255 0.712168 0.200 0.200 -0.035 0.16
C -2.121151 -2.043101 3.659542 0.233 0.175 0.374 -0.09
C -1.495664 -3.181016 4.444866 -0.273 -0.336 0.276 -0.11
O -0.847383 -3.963858 3.433769 0.135 0.051 0.192 -0.68
S -1.834154 -4.064295 2.194331 0.154 0.067 0.429 2.56
O -2.808511 -5.061092 2.419625 -0.475 -0.271 0.133 -0.90
O -1.037173 -4.101448 1.033872 0.188 0.262 -0.506 -0.90
O -2.520608 -2.629444 2.416036 0.084 -0.120 -0.300 -0.70
H -1.392932 -1.253127 3.471880 -0.078 0.011 -0.140 0.19
H -2.989822 -1.640288 4.174290 -0.099 0.039 -0.174 0.21
H -2.255725 -3.792113 4.939011 0.013 0.003 -0.063 0.20
H -0.761058 -2.878495 5.183200 0.138 0.098 -0.144 0.22
```
Forces are in eV/Å.

Results
HOMO (eV): -9.45
Relative energy (zero: lowest compared OMol25 entry of this formula, charge and spin) (kJ/mol): 154.0
Largest force on an atom (eV/Å): 1.02
Frontier orbital gap (eV): 9.697
DFT total energy (hartree): -1707.4522
Lowest unoccupied orbital energy (eV): 0.25
Charge: 0

=====

Entry 3:
The following is a DFT calculation (ωB97M-V with the def2-TZVPD basis set) of an isolated molecule of C5H8O3.

```
16
Properties=species:S:1:pos:R:3:forces:R:3:nbo_charge:R:1
C 0.941513 -1.248752 1.490976 -0.540 0.440 -0.509 -0.51
C 0.705718 -0.368253 0.503726 0.332 0.274 1.984 0.33
O 1.740489 0.345200 -0.072987 -0.114 -0.212 -0.001 -0.71
C -0.693932 0.098702 0.106742 -0.037 -0.380 0.014 -0.40
C -0.819162 1.594789 -0.173245 0.154 0.408 -0.146 -0.60
C -1.104407 -0.697598 -1.109632 0.379 -1.076 -0.917 0.81
O -2.174614 -1.234640 -1.307154 1.897 1.012 0.117 -0.55
O -0.011639 -0.884965 -1.970109 -1.400 0.077 -0.270 -0.72
H 1.939608 -1.435193 1.871463 0.020 -0.098 -0.222 0.20
H 0.125615 -1.772994 1.980725 0.118 0.173 -0.155 0.22
H 2.571981 0.098531 0.373588 -0.499 0.077 -0.359 0.49
H -1.394370 -0.163537 0.909601 0.273 -0.047 -0.187 0.25
H -0.145213 1.918549 -0.973903 -0.016 -0.070 0.207 0.22
H -1.834071 1.846886 -0.499059 0.111 -0.186 0.167 0.23
H -0.590915 2.174482 0.726766 0.007 -0.091 -0.170 0.22
H 0.743399 -0.271208 -1.857497 -0.687 -0.299 0.445 0.50
```
Forces are in eV/Å.

Results
HOMO (eV): -9.48
Structure (SMILES): C=C(O)[C@@H](C)C(=O)O
Relative energy (zero: lowest compared OMol25 entry of this formula, charge and spin) (kJ/mol): 78.1
Largest force on an atom (eV/Å): 2.15
Frontier orbital gap (eV): 9.917
DFT total energy (hartree): -421.0263
Lowest unoccupied orbital energy (eV): 0.44
Charge: 0